8 unconnected molecules or ions with the total composition C43H80F24N8O17S8 at a distorted geometry. Source: the Open Molecules 2025 dataset; level of theory: ωB97M-V/def2-TZVPD.

The value obtained for the total energy is -8985.38120 a.u. The HOMO energy is -8.54 eV. As for the total charge: 0. The gap between HOMO and LUMO comes out at 0.2977 Eh. For the largest force on an atom, the calculation gives 8.4 eV/A. The spin multiplicity is 1.

Last column: Mulliken charge in e.
CARTESIAN COORDINATES (ANGSTROEM)
S: -11.01609 5.86665 19.43102  0.887
S: -20.74723 8.92397 23.52571  0.752
S: -19.31803 7.11368 24.47145  0.972
S: -11.28532 7.90109 17.92584  0.896
S: -17.67390 1.06463 18.92546  0.939
S: -15.95536 10.47888 14.26667  0.878
S: -17.20415 9.40868 16.12511  0.919
S: -18.54590 2.04182 16.81244  0.726
F: -16.45593 9.79932 11.71889  -0.214
F: -16.60601 0.25385 21.24296  -0.230
F: -17.13451 2.36927 21.21662  -0.227
F: -10.47052 3.23982 19.84976  -0.255
F: -22.20630 8.63754 21.38568  -0.182
F: -16.80639 6.95435 25.45029  -0.239
F: -17.16414 6.07640 23.41153  -0.121
F: -11.93937 3.89483 21.20854  -0.244
F: -12.42660 3.49704 19.01966  -0.159
F: -20.62403 2.58363 18.39700  -0.186
F: -19.86011 4.23070 17.13997  -0.157
F: -15.38880 1.65056 20.09716  -0.237
F: -13.86138 8.02474 16.97430  0.115
F: -16.28231 11.98250 12.07388  -0.179
F: -18.78324 9.69122 18.20349  0.085
F: -13.56108 9.33995 18.63394  -0.241
F: -14.56531 10.63305 11.87413  -0.261
F: -12.69790 9.89406 16.70372  -0.202
F: -19.16710 11.14714 16.60408  -0.193
F: -20.47531 9.95324 21.11426  -0.173
F: -16.94461 8.24347 23.81562  -0.248
F: -22.21723 10.60057 22.22603  -0.234
F: -21.01279 2.54407 16.22637  -0.250
F: -19.91505 9.04844 16.54749  -0.247
O: -24.41447 3.11683 23.56725  -0.208
O: -19.80758 5.74773 24.55715  -0.681
O: -16.21332 9.95826 17.08137  -0.113
O: -17.95554 2.77000 15.64890  -0.640
O: -19.46323 7.84320 25.71494  -0.624
O: -17.26480 7.94796 16.11728  -0.537
O: -19.94142 10.01552 24.06872  -0.714
O: -21.98857 8.59094 24.28033  -0.620
O: -14.91141 9.46932 14.59826  -0.531
O: -15.67430 11.77147 14.90482  -0.588
O: -9.66876 5.66102 18.94413  -0.698
O: -11.07502 6.59331 20.73657  -0.645
O: -16.95144 0.03203 18.17560  -0.705
O: -18.98137 0.64516 19.44448  -0.678
O: -10.64924 7.82771 16.62699  -0.671
O: -10.54675 8.68814 18.92494  -0.618
O: -18.96619 0.66968 16.52289  -0.586
N: -17.64121 2.35831 18.20708  -0.044
N: -25.28900 6.22964 22.73972  0.064
N: -17.40282 5.90142 19.90931  1.137
N: -19.87118 7.83499 23.01835  -0.019
N: -17.32434 9.96435 14.49989  -0.623
N: -13.75859 5.78392 13.93254  0.651
N: -11.93266 6.32224 18.34137  -0.084
N: -16.29659 14.42007 18.36993  0.334
C: -23.98168 5.84897 25.05382  -1.403
C: -18.96233 9.89494 16.92013  0.072
C: -25.64234 8.70751 23.39288  -1.096
C: -16.16637 5.10270 20.46511  -0.543
C: -24.96144 6.36893 21.24992  -0.949
C: -12.95542 8.87598 17.52637  0.367
C: -15.77708 6.36776 12.30550  -0.009
C: -17.90030 15.26316 15.93734  -0.628
C: -26.24329 7.37065 23.18289  -0.399
C: -17.03665 11.28525 20.64413  -1.064
C: -11.55665 4.01524 19.91762  0.541
C: -23.90014 6.10780 23.47684  -0.093
C: -13.41473 4.38850 13.44614  -0.817
C: -18.75450 5.21027 20.30203  -0.442
C: -14.91992 7.03010 21.22658  -1.709
C: -15.06615 15.38167 18.40510  -1.044
C: -17.46212 12.45903 19.70507  0.789
C: -21.27271 5.34939 20.43511  -1.549
C: -17.38526 7.04763 24.26898  0.559
C: -16.59690 14.45023 15.77814  -0.560
C: -16.16029 13.58146 17.06348  -0.144
C: -20.15735 2.95522 17.19826  0.638
C: -17.55424 15.30467 18.40791  -0.510
C: -21.45375 9.59051 21.93434  0.566
C: -13.93412 3.43210 15.76681  -0.943
C: -23.80482 1.82120 23.52258  -0.795
C: -12.94382 3.44622 14.59265  -1.024
C: -15.98856 7.91291 20.65787  0.681
C: -25.31773 3.53043 22.56305  -0.690
C: -16.30355 13.54243 19.68621  -0.997
C: -12.43167 6.38211 14.46057  -1.035
C: -17.22762 5.99144 18.36437  -0.028
C: -16.62007 1.37808 20.50201  0.589
C: -17.79432 16.21077 17.16330  -0.744
C: -17.39029 7.33414 20.50082  0.825
C: -15.83791 10.77991 12.33316  0.416
C: -14.20645 4.87661 16.25069  1.664
C: -14.71972 5.84082 15.11487  0.035
C: -20.03119 6.06377 20.09981  0.847
C: -14.31145 6.61130 12.63927  -0.561
C: -25.99378 4.86175 22.89627  -0.821
C: -14.78562 5.85776 20.39966  0.864
C: -16.06158 6.72149 10.83390  -1.553
H: -26.11807 2.79104 22.59216  0.508
H: -26.77362 6.99738 24.05898  0.452
H: -16.65954 13.78687 14.91550  0.271
H: -14.14994 14.80252 18.52026  0.317
H: -12.54443 7.44517 14.67336  0.055
H: -21.32282 5.09152 21.49299  0.338
H: -15.48812 6.13785 10.11376  0.393
H: -18.04208 6.54344 17.89529  0.302
H: -18.65527 4.87255 21.33363  0.678
H: -13.99872 5.26596 20.86730  -0.035
H: -24.30465 7.23507 21.16918  0.376
H: -16.99793 12.89586 17.19149  -0.404
H: -14.42184 6.06508 19.39330  -0.877
H: -24.30255 0.94848 23.94531  0.271
H: -16.16724 5.35853 12.43710  0.459
H: -14.92914 3.00835 15.63078  0.347
H: -20.08987 6.35924 19.05226  0.153
H: -15.79934 15.11562 15.44760  0.332
H: -24.24689 5.58404 21.00196  0.318
H: -12.74749 4.46502 12.58764  0.429
H: -22.10800 5.99058 20.15358  0.455
H: -12.82866 2.39653 14.32250  0.599
H: -23.48844 7.10279 23.30773  0.388
H: -24.64110 6.55760 25.55493  0.331
H: -27.00699 7.33735 22.40588  0.494
H: -14.37315 4.00220 13.09930  0.423
H: -15.10193 6.78884 22.27386  0.234
H: -26.34998 9.51384 23.20008  0.395
H: -18.75031 14.60768 16.12692  0.205
H: -23.27139 5.33186 23.04018  0.298
H: -12.04304 5.93356 15.37483  0.359
H: -18.00641 7.98913 19.88479  0.438
H: -11.94013 3.75755 14.88215  0.326
H: -16.08886 14.20051 20.52819  0.548
H: -18.83057 4.32781 19.66674  -0.209
H: -15.96930 8.77217 21.32824  0.291
H: -14.88580 6.88120 15.39438  -0.892
H: -24.15429 4.80143 25.30072  0.333
H: -18.37722 14.60330 18.54535  0.323
H: -16.00475 7.79166 10.63484  0.261
H: -15.26536 16.00303 19.27821  0.400
H: -24.86873 8.98435 22.67665  0.124
H: -26.93390 4.93557 22.34961  0.544
H: -15.35724 13.00227 19.65742  0.377
H: -17.20092 4.98893 17.93732  -0.333
H: -15.13322 4.70562 16.79837  -0.740
H: -18.19613 15.73411 14.99989  0.431
H: -19.96796 6.98307 20.68205  -0.493
H: -17.53857 15.91819 19.30871  0.427
H: -23.63565 1.54041 22.48304  0.329
H: -13.97525 7.57374 21.21454  0.631
H: -16.30827 6.54148 18.16351  0.007
H: -16.44452 6.92490 12.96292  0.095
H: -13.43327 2.84958 16.54006  0.399
H: -24.87397 3.56164 21.56795  0.389
H: -15.68875 5.54353 14.71398  0.803
H: -25.23077 8.86058 24.39052  0.355
H: -17.84708 10.55656 20.66172  -0.005
H: -13.69450 6.36111 11.77621  0.552
H: -16.03456 4.14459 19.96238  -0.170
H: -26.22264 4.89819 23.96136  0.506
H: -17.79483 7.26866 21.51085  -1.079
H: -22.86415 1.98078 24.04962  0.261
H: -16.76481 11.73306 21.59999  0.509
H: -15.14874 15.96544 17.48832  0.450
H: -13.36368 5.35082 16.75365  -0.369
H: -11.71779 6.25828 13.64622  0.554
H: -18.47403 12.80526 19.91547  0.475
H: -14.18733 7.66482 12.88985  0.190
H: -17.59610 12.03946 18.70801  -0.537
H: -21.32741 4.42435 19.86117  0.158
H: -15.64127 8.37611 19.73432  -0.431
H: -17.11175 6.53507 10.60918  0.432
H: -18.78148 16.65752 17.28177  0.429
H: -25.92638 6.41300 20.74490  0.409
H: -16.20616 10.69209 20.26131  0.117
H: -16.49731 4.83580 21.46877  0.987
H: -15.28793 12.93488 16.96851  0.585
H: -17.01403 16.96222 17.04265  0.288
H: -23.03047 6.05680 25.54382  0.308